{"formula": "C16H16ClN4O4Zr", "method": "ωB97M-V/def2-TZVPD", "de_lowest_kj_mol": 604.0, "homo_energy_ev": -17.77, "e_tot_ha": -1644.889332, "total_charge": 3, "lumo_ev": -15.43, "elements": ["Zr", "Cl", "C", "C", "C", "C", "C", "C", "C", "O", "C", "C", "C", "C", "C", "C", "C", "O", "H", "H", "H", "H", "H", "H", "H", "H", "C", "O", "N", "N", "H", "H", "H", "H", "C", "O", "N", "N", "H", "H", "H", "H"], "positions_angstrom": [[2.818, 1.840, 0.364], [1.123, 1.006, 1.320], [-1.035, 1.914, -4.711], [-0.944, 0.818, -5.596], [-0.723, -0.441, -5.055], [-0.727, -0.742, -3.655], [-1.110, 0.371, -2.836], [-1.156, 1.662, -3.354], [-1.220, 0.216, -1.372], [-1.448, 1.195, -0.730], [-0.715, -1.120, -0.831], [-0.279, -1.085, 0.538], [0.411, -2.175, 1.024], [0.471, -3.406, 0.303], [-0.031, -3.440, -0.983], [-0.415, -2.221, -1.612], [-0.438, -2.087, -3.144], [-0.283, -3.022, -4.013], [-1.222, 2.914, -5.075], [-0.843, 1.092, -6.636], [-0.412, -1.146, -5.811], [-1.343, 2.479, -2.672], [-0.401, -0.152, 1.068], [0.993, -2.005, 1.918], [1.094, -4.207, 0.671], [0.186, -4.270, -1.640], [-0.780, 2.802, 3.474], [-1.122, 2.299, 4.523], [-0.841, 2.306, 2.279], [-0.148, 3.969, 3.493], [-0.348, 2.589, 1.444], [-1.282, 1.398, 2.226], [0.038, 4.228, 2.534], [-0.070, 4.556, 4.311], [1.597, -1.157, 3.963], [1.738, -1.525, 5.152], [0.709, -1.788, 3.156], [2.183, -0.088, 3.469], [0.512, -1.307, 2.290], [0.222, -2.515, 3.661], [2.973, 0.128, 4.059], [2.269, 0.117, 2.483]], "forces_ev_per_angstrom": [[3.510, 1.854, -2.062], [-1.036, 0.565, -0.174], [-1.220, -0.598, -0.022], [0.845, 0.766, 1.333], [0.728, -0.357, -0.751], [-0.870, 1.855, -1.270], [0.786, -0.387, -0.200], [-0.353, -0.209, 0.515], [1.350, -0.821, -2.000], [-0.270, 0.397, 2.304], [0.400, 1.841, 2.519], [-2.232, -0.770, -2.362], [-0.671, -1.945, -6.304], [-0.302, 0.209, 0.073], [1.417, 0.655, -0.219], [-0.333, -0.896, -1.139], [-0.358, -3.370, -3.571], [-0.302, 3.266, 4.643], [0.427, 0.140, -0.125], [-0.205, -0.723, -0.269], [-0.200, -0.741, 0.408], [-0.077, 0.008, 0.031], [-1.312, -1.030, -0.190], [4.345, -3.795, -2.851], [-0.355, -0.330, 0.188], [-0.135, -0.321, 0.025], [1.004, 2.104, 4.078], [-0.942, -1.581, 0.197], [-1.669, -3.205, -3.450], [1.057, 1.209, -1.294], [-1.001, 0.734, 0.640], [-0.426, 0.321, -0.197], [0.253, 1.561, 0.776], [-0.074, 0.005, -0.275], [1.133, -0.968, 5.135], [-0.650, 0.531, -3.285], [-0.669, 0.328, 4.463], [2.208, 0.909, 0.447], [-3.449, 3.417, 3.461], [-1.057, -0.316, -0.414], [0.204, 0.587, 0.043], [0.501, -0.899, 1.142]], "lowdin_charge": [1.2638, 0.5328, 0.0374, 0.0315, 0.0607, -0.0229, -0.0665, 0.0198, -0.2848, 0.1219, -0.0180, -0.0567, -0.0237, 0.0741, 0.0902, 0.0071, -0.1808, 0.1302, 0.1371, 0.1383, 0.1390, 0.1293, -0.0011, 0.0069, 0.1470, 0.1515, -0.7331, 0.1451, 0.0712, 0.1967, 0.0377, 0.1065, 0.1026, 0.1482, -0.5550, 0.2092, 0.2445, 0.1353, 0.0249, 0.2075, 0.1549, -0.0604]}

---

{"formula": "C16H16ClN5", "method": "ωB97M-V/def2-TZVPD", "de_lowest_kj_mol": 0.0, "homo_energy_ev": -8.11, "smiles": "Clc1ccc(CNc2ccc(CNc3ncn[nH]3)cc2)cc1", "e_tot_ha": -1353.296103, "total_charge": 0, "lumo_ev": 0.63, "elements": ["Cl", "C", "C", "C", "C", "C", "C", "H", "H", "C", "N", "C", "C", "C", "C", "C", "C", "H", "H", "C", "N", "C", "N", "C", "N", "N", "H", "H", "H", "H", "H", "H", "H", "H", "H", "H", "H", "H"], "positions_angstrom": [[-7.984, -0.941, -0.624], [-6.355, -0.615, -0.146], [-5.800, 0.628, -0.409], [-4.498, 0.882, -0.022], [-3.741, -0.090, 0.624], [-4.314, -1.329, 0.874], [-5.618, -1.597, 0.496], [-6.060, -2.560, 0.695], [-3.738, -2.095, 1.371], [-2.316, 0.201, 1.004], [-1.491, 0.219, -0.187], [-0.173, 0.591, -0.184], [0.578, 0.684, 0.992], [1.918, 1.008, 0.944], [2.557, 1.248, -0.266], [1.813, 1.159, -1.437], [0.471, 0.842, -1.400], [-0.094, 0.778, -2.320], [2.288, 1.346, -2.391], [4.028, 1.579, -0.294], [4.799, 0.610, 0.465], [4.876, -0.687, 0.069], [5.829, -1.532, 0.422], [5.443, -2.693, -0.149], [4.330, -2.624, -0.829], [3.961, -1.327, -0.695], [3.100, -0.983, -1.087], [6.010, -3.596, -0.056], [5.663, 0.938, 0.868], [4.193, 2.554, 0.176], [4.372, 1.642, -1.338], [2.486, 1.069, 1.859], [0.113, 0.500, 1.947], [-1.988, 0.360, -1.053], [-1.945, -0.576, 1.682], [-2.264, 1.168, 1.529], [-4.065, 1.853, -0.220], [-6.383, 1.386, -0.908]], "forces_ev_per_angstrom": [[-0.178, -0.036, -0.050], [0.233, 0.025, 0.075], [-0.092, -0.051, -0.038], [0.038, -0.094, 0.074], [0.035, -0.025, 0.042], [0.040, 0.131, -0.024], [-0.129, 0.022, -0.054], [-0.066, -0.078, 0.003], [0.074, -0.084, 0.053], [0.150, 0.043, 0.044], [-0.422, -0.058, -0.215], [0.331, 0.009, -0.076], [-0.198, 0.009, 0.029], [0.077, 0.075, -0.228], [-0.002, 0.101, -0.003], [0.044, 0.098, 0.169], [-0.102, -0.023, 0.013], [-0.058, -0.027, -0.102], [0.059, 0.006, -0.095], [0.006, -0.006, -0.039], [0.179, 0.555, 0.244], [-0.075, -0.675, -0.168], [0.209, 0.604, 0.278], [-0.364, 0.279, -0.151], [-0.246, -0.727, -0.401], [0.431, 0.294, 0.295], [0.053, -0.057, 0.074], [0.067, -0.268, -0.028], [-0.051, -0.057, -0.051], [0.060, -0.087, -0.098], [-0.058, 0.041, 0.103], [0.064, -0.031, 0.116], [-0.068, -0.033, 0.113], [0.041, -0.026, 0.086], [-0.084, 0.111, 0.038], [0.031, -0.132, 0.019], [0.046, 0.122, -0.006], [-0.078, 0.050, -0.039]], "nbo_charge": [0.0098, -0.0261, -0.2278, -0.2043, -0.0296, -0.1875, -0.2265, 0.2302, 0.2195, -0.2311, -0.5846, 0.1671, -0.2385, -0.1767, -0.1077, -0.2102, -0.2498, 0.2083, 0.2157, -0.2294, -0.6039, 0.5074, -0.5431, 0.1443, -0.3106, -0.4004, 0.4267, 0.1938, 0.4065, 0.2154, 0.1857, 0.2204, 0.2088, 0.3897, 0.2004, 0.1908, 0.2177, 0.2296]}

---

{"formula": "C16H16FNO6", "method": "ωB97M-V/def2-TZVPD", "de_lowest_kj_mol": 0.0, "homo_energy_ev": -9.79, "smiles": "CC[C@@H](F)c1cc2c(c(CC(=O)O)c1CCOC=O)C(=O)NC2=O", "e_tot_ha": -1225.327618, "total_charge": 0, "lumo_ev": -1.00, "elements": ["C", "C", "C", "F", "C", "C", "C", "C", "C", "C", "C", "O", "O", "C", "C", "C", "O", "C", "O", "C", "O", "N", "C", "O", "H", "H", "H", "H", "H", "H", "H", "H", "H", "H", "H", "H", "H", "H", "H", "H"], "positions_angstrom": [[-2.548, -2.653, 0.176], [-3.004, -1.714, 1.357], [-2.654, -0.189, 1.169], [-2.357, 0.371, 2.439], [-1.561, 0.120, 0.113], [-1.976, 0.945, -1.032], [-1.011, 1.285, -2.050], [0.364, 0.786, -1.952], [0.816, -0.057, -0.869], [2.281, -0.570, -0.882], [3.337, 0.455, -0.368], [4.168, 0.048, 0.401], [3.396, 1.787, -0.777], [-0.170, -0.369, 0.188], [0.283, -1.236, 1.414], [0.584, -0.195, 2.598], [1.943, -0.306, 3.102], [2.520, 0.968, 3.045], [2.195, 1.884, 3.743], [1.132, 1.341, -3.188], [2.285, 1.126, -3.461], [0.194, 2.159, -3.852], [-1.145, 2.110, -3.357], [-2.103, 2.578, -3.895], [-3.042, -3.655, 0.326], [-1.449, -2.854, 0.178], [-2.869, -2.279, -0.827], [-4.111, -1.859, 1.483], [-2.531, -2.108, 2.301], [-3.606, 0.312, 0.835], [-3.028, 1.296, -1.121], [2.542, -0.788, -1.958], [2.399, -1.526, -0.324], [3.906, 1.768, -1.615], [-0.521, -1.910, 1.788], [1.192, -1.846, 1.207], [-0.178, -0.277, 3.420], [0.474, 0.851, 2.196], [3.342, 1.160, 2.302], [0.512, 3.043, -4.250]], "forces_ev_per_angstrom": [[-0.440, -0.513, 0.267], [0.344, -0.707, -0.113], [-0.718, -0.486, -0.385], [0.075, -0.358, -0.925], [1.293, 0.843, -1.533], [1.642, -0.606, 0.076], [0.820, -1.447, 1.332], [-1.787, 0.058, 0.491], [-1.717, 0.839, -0.294], [-0.748, 0.523, -0.866], [0.873, -0.858, 0.640], [-0.433, 0.303, -0.258], [-0.373, -1.328, -0.602], [-0.299, -0.119, -0.913], [-0.203, 1.347, 0.581], [-0.632, 0.385, -0.343], [-0.031, 1.180, -0.835], [0.704, 0.483, 0.311], [-0.340, -0.608, -0.085], [-1.204, -0.355, 1.921], [-0.403, 0.510, -0.411], [0.450, 0.451, -0.188], [1.000, -1.107, 1.433], [0.278, 0.105, 0.312], [0.437, 0.981, -0.174], [-0.924, 0.374, -0.142], [0.340, -0.197, 0.808], [1.015, 0.442, -0.045], [-0.464, 0.605, -0.817], [1.061, -0.268, 0.252], [0.960, -0.288, 0.143], [-0.205, 0.305, 1.023], [0.059, 1.010, -0.264], [-0.487, 0.282, 0.337], [0.666, 0.526, -0.583], [-0.734, 0.586, 0.158], [0.951, -0.158, -0.664], [-0.139, -1.063, 0.341], [-0.565, -1.028, 0.446], [-0.121, -0.643, -0.432]], "nbo_charge": [-0.6220, -0.4429, 0.1846, -0.3707, -0.0858, -0.1522, -0.1355, -0.1020, -0.0240, -0.5525, 0.8005, -0.5367, -0.7244, 0.1456, -0.4990, -0.0716, -0.5582, 0.6401, -0.5324, 0.6975, -0.5622, -0.6780, 0.6918, -0.5096, 0.2213, 0.2093, 0.2160, 0.2238, 0.2213, 0.1840, 0.2380, 0.2715, 0.2523, 0.5077, 0.2326, 0.2406, 0.2125, 0.1901, 0.1500, 0.4284]}

---

{"formula": "C16H16I2N2O4STi", "method": "ωB97M-V/def2-TZVPD", "de_lowest_kj_mol": 48.6, "homo_energy_ev": [-7.61, -8.22], "spin_multiplicity": 3, "e_tot_ha": -2872.952793, "total_charge": 0, "lumo_ev": [-0.26, -2.51], "elements": ["Ti", "O", "C", "C", "C", "C", "C", "C", "C", "O", "N", "N", "C", "C", "C", "C", "C", "C", "C", "O", "H", "H", "H", "H", "H", "H", "H", "H", "H", "H", "C", "S", "C", "O", "H", "H", "H", "H", "H", "H", "I", "I"], "positions_angstrom": [[0.002, 0.045, 0.208], [4.144, -1.779, 3.219], [3.040, -2.160, 3.884], [3.222, -2.904, 5.052], [2.133, -3.313, 5.792], [0.834, -2.998, 5.391], [0.652, -2.272, 4.232], [1.739, -1.846, 3.466], [1.483, -1.081, 2.235], [0.239, -0.944, 1.828], [2.480, -0.533, 1.607], [1.999, 0.240, 0.525], [2.834, 1.002, -0.059], [2.454, 1.939, -1.124], [3.469, 2.633, -1.783], [3.181, 3.525, -2.797], [1.851, 3.730, -3.156], [0.827, 3.069, -2.505], [1.118, 2.175, -1.479], [0.124, 1.546, -0.839], [3.859, -1.211, 2.471], [4.234, -3.141, 5.354], [2.294, -3.882, 6.700], [-0.017, -3.326, 5.972], [-0.341, -2.021, 3.884], [3.874, 0.968, 0.264], [4.498, 2.451, -1.491], [3.977, 4.052, -3.305], [1.613, 4.419, -3.958], [-0.209, 3.221, -2.776], [-4.559, 0.252, -0.125], [-3.000, -0.474, -0.545], [-3.299, -2.110, 0.082], [-2.046, 0.171, 0.492], [-4.694, 0.190, 0.954], [-5.345, -0.284, -0.657], [-4.534, 1.292, -0.446], [-3.743, -2.709, -0.713], [-3.943, -2.058, 0.958], [-2.324, -2.521, 0.340], [0.056, -1.719, -1.854], [0.156, -4.384, 0.947]], "forces_ev_per_angstrom": [[-1.751, -0.342, -0.557], [-0.076, -0.027, 0.086], [0.199, -0.010, 0.094], [-0.035, 0.015, -0.040], [-0.044, -0.018, 0.052], [0.069, 0.014, -0.064], [-0.069, -0.090, 0.053], [-0.046, 0.028, -0.223], [-0.320, -0.142, 0.244], [0.638, 0.017, 0.752], [0.126, 0.475, -0.537], [0.729, -0.667, 0.881], [0.212, 0.676, -0.560], [0.418, -0.457, 0.484], [0.150, 0.125, -0.157], [0.005, -0.079, 0.085], [-0.042, 0.043, -0.042], [0.071, 0.049, -0.066], [-0.363, -0.252, 0.234], [0.512, 1.022, -0.415], [0.024, 0.008, -0.084], [-0.013, 0.010, -0.003], [-0.012, -0.003, -0.031], [0.008, 0.021, 0.006], [0.009, -0.013, -0.001], [-0.015, 0.067, -0.041], [-0.025, 0.013, -0.013], [-0.008, -0.003, -0.006], [0.000, -0.004, 0.020], [0.000, 0.016, 0.009], [-0.213, 0.192, 0.063], [0.483, 0.303, 0.305], [-0.019, -0.164, 0.065], [-0.597, -0.445, -0.556], [-0.038, 0.004, -0.022], [0.007, 0.020, 0.020], [-0.028, -0.015, 0.014], [-0.021, 0.010, 0.033], [0.053, -0.052, 0.016], [0.003, -0.053, -0.034], [0.031, -0.438, 0.196], [-0.012, 0.143, -0.260]], "nbo_charge": [1.4550, -0.6888, 0.4407, -0.3017, -0.1631, -0.2694, -0.1327, -0.2514, 0.6044, -0.7666, -0.4477, -0.3789, 0.1765, -0.2229, -0.1373, -0.2558, -0.1626, -0.2864, 0.4371, -0.7670, 0.5077, 0.2241, 0.2124, 0.2137, 0.2297, 0.2003, 0.2122, 0.2185, 0.2155, 0.2245, -0.8156, 1.2832, -0.8226, -0.9773, 0.2436, 0.2422, 0.2513, 0.2497, 0.2336, 0.2828, -0.4353, -0.0759]}